(1)
Density functional theory data (ωB97M-V/def2-TZVPD) for C5H6I2 in the gas phase.

Calculated values
Relative energy (zero: lowest compared OMol25 entry of this formula, charge and spin): 18.36 kcal/mol
Net charge: 0
Maximum force: 3.126 eV Å⁻¹
Orbital gap: 9.64 eV
HOMO energy: -9.2521 eV

Element x y z (Å)
C 0.231 -1.149 0.293
C 1.176 -1.375 -0.618
C 0.075 0.187 1.003
C -0.663 1.234 0.205
C -0.972 1.142 -1.040
I 1.462 -3.398 -1.187
I -1.375 2.946 1.280
H -0.199 -1.923 0.865
H -0.392 0.037 1.992
H 0.945 0.814 1.353
H -1.516 1.888 -1.546
H -0.539 0.206 -1.347
H 1.766 -0.610 -1.253

***

(2)
Density functional theory data (ωB97M-V/def2-TZVPD) for 5 unconnected molecules or ions with the total composition C31H31IN6O2.

Calculated values
Net charge: 0
Maximum force: 1.161 eV Å⁻¹
Orbital gap: 6.70 eV
HOMO energy: -8.1699 eV

Element x y z (Å)
C -4.033 3.093 -4.708
C -3.231 2.233 -4.492
C -2.470 1.219 -3.882
C -2.855 -0.069 -3.886
C -4.120 -0.532 -4.548
C -4.163 -2.010 -4.923
N -4.484 -2.809 -3.737
C -1.937 -0.999 -3.156
O -1.618 -2.087 -3.550
C -1.349 -0.432 -1.886
C -1.217 -1.342 -0.727
C -0.451 -2.488 -0.836
C -0.363 -3.283 0.288
C -1.044 -2.882 1.418
N -1.815 -1.804 1.531
C -1.892 -1.035 0.440
C -0.971 0.845 -1.929
I -0.037 1.838 -0.345
C -1.198 1.596 -3.198
O -0.419 2.393 -3.644
H -4.730 3.861 -4.911
H -4.240 0.060 -5.450
H -4.948 -0.300 -3.879
H -3.190 -2.283 -5.309
H -4.882 -2.134 -5.735
H -5.399 -2.516 -3.416
H -4.545 -3.784 -4.004
H 0.060 -2.735 -1.748
H 0.236 -4.174 0.297
H -0.950 -3.505 2.298
H -2.498 -0.145 0.495
N 2.908 0.231 0.796
C 4.134 0.294 0.188
C 4.993 -0.504 0.896
C 4.256 -1.072 1.971
C 2.974 -0.600 1.882
H 2.080 0.723 0.492
H 4.286 0.896 -0.692
H 6.033 -0.664 0.668
H 4.626 -1.749 2.722
H 2.106 -0.784 2.492
N 3.199 4.008 0.035
C 4.284 4.819 0.226
C 4.094 5.955 -0.513
C 2.844 5.826 -1.177
C 2.313 4.616 -0.817
H 3.080 3.104 0.456
H 5.093 4.518 0.868
H 4.776 6.787 -0.574
H 2.387 6.539 -1.841
H 1.391 4.138 -1.096
N 0.474 -6.477 3.620
C 1.299 -5.386 3.679
C 2.448 -5.691 3.001
C 2.310 -7.019 2.512
C 1.083 -7.476 2.910
H -0.437 -6.536 4.036
H 0.997 -4.491 4.196
H 3.292 -5.036 2.868
H 3.031 -7.573 1.935
H 0.593 -8.420 2.750
N -0.915 3.880 2.862
C -0.675 3.308 4.082
C -1.188 4.139 5.042
C -1.762 5.254 4.373
C -1.578 5.064 3.030
H -0.645 3.489 1.979
H -0.163 2.365 4.162
H -1.157 3.967 6.104
H -2.254 6.098 4.827
H -1.860 5.667 2.183

***

(3)
Density functional theory data (ωB97M-V/def2-TZVPD) for 3 unconnected molecules or ions with the total composition C13H34N3O6S2.

Calculated values
Relative energy (zero: lowest compared OMol25 entry of this formula, charge and spin): 81.13 kcal/mol
Net charge: +1
Maximum force: 3.059 eV Å⁻¹
Orbital gap: 9.17 eV
HOMO energy: -12.3094 eV

Element x y z (Å)
C 3.356 2.313 -0.706
C 1.920 1.538 -0.568
C 0.673 2.228 -1.396
N 1.078 3.254 -2.423
C 1.145 4.661 -1.889
C -0.413 5.025 -1.399
N -0.644 4.192 -0.159
C -0.478 2.703 -0.331
C -1.950 2.027 -0.751
N -2.314 2.442 -2.159
H 3.370 3.420 -0.331
H 3.750 2.164 -1.807
H 4.116 1.723 0.002
H 2.093 0.444 -1.013
H 1.719 1.383 0.577
H 0.183 1.332 -2.016
H 1.907 2.978 -2.990
H 1.411 5.456 -2.716
H 1.808 4.812 -0.937
H -0.519 6.187 -1.147
H -1.139 4.810 -2.291
H 0.048 4.519 0.571
H -1.604 4.351 0.268
H -0.263 2.266 0.759
H -1.868 0.844 -0.617
H -2.755 2.360 0.065
H -2.313 1.620 -2.814
H -3.218 2.968 -2.191
O -3.685 -1.458 -1.461
S -2.950 -2.341 -0.583
O -1.513 -2.502 -0.682
O -3.645 -3.814 -0.607
C -3.796 -4.474 -1.858
C -2.473 -5.020 -2.363
C -3.341 -1.927 1.099
H -4.256 -3.806 -2.593
H -4.488 -5.307 -1.701
H -1.776 -4.211 -2.601
H -2.619 -5.614 -3.270
H -1.996 -5.644 -1.601
H -4.424 -1.837 1.201
H -2.861 -0.973 1.329
H -2.949 -2.706 1.756
O 1.230 -3.837 3.246
S 1.670 -2.748 2.402
O 2.537 -2.962 1.261
O 2.315 -1.580 3.337
C 3.390 -1.918 4.204
C 4.686 -2.108 3.437
C 0.246 -1.844 1.848
H 3.144 -2.807 4.794
H 3.510 -1.087 4.907
H 4.630 -2.976 2.775
H 5.524 -2.264 4.124
H 4.896 -1.235 2.811
H -0.402 -1.642 2.704
H -0.279 -2.463 1.117
H 0.577 -0.916 1.379

***

(4)
Density functional theory data (ωB97M-V/def2-TZVPD) for 4 unconnected molecules or ions with the total composition C33H52Br2ClFN4O11PS4.

Calculated values
Net charge: +1
Maximum force: 10.165 eV Å⁻¹
Orbital gap: 6.00 eV
HOMO energy: -10.7451 eV

Element x y z (Å)
C -2.358 8.284 -5.827
O -1.939 6.884 -6.136
C -3.146 6.050 -5.989
C -2.834 4.467 -5.622
C -3.357 4.222 -4.090
N -2.495 3.300 -3.252
C -2.616 1.814 -3.503
O -3.724 1.165 -3.129
N -1.534 0.964 -4.190
C -1.781 0.848 -5.679
O -2.776 0.032 -6.096
F -0.903 1.577 -6.652
C -1.646 3.759 -2.278
N -1.466 5.243 -1.890
P -0.373 6.197 -2.953
O 0.090 5.259 -4.353
Cl 1.493 6.620 -1.972
C -1.128 5.276 -0.383
O -2.457 5.568 0.229
C -0.640 3.738 0.058
C 0.954 4.047 0.436
C 1.649 2.876 1.359
C 2.941 3.452 2.251
S 2.444 4.175 3.907
C -1.594 3.391 1.316
Br -1.107 4.301 3.079
C -2.800 2.532 1.376
C -3.337 1.788 0.027
Br -3.811 2.258 3.094
N -0.737 3.098 -1.285
C 0.258 2.068 -1.724
C 1.342 2.167 -2.949
C 2.324 0.860 -3.292
C 2.262 -0.550 -2.444
C 1.213 -0.653 -1.189
C 0.245 0.630 -0.868
H -2.423 8.479 -4.653
H -3.434 8.544 -6.241
H -1.621 9.085 -6.313
H -3.817 6.587 -5.161
H -3.781 6.156 -6.996
H -1.735 4.131 -5.838
H -3.525 3.818 -6.345
H -3.577 5.216 -3.481
H -4.417 3.683 -4.183
H -1.494 0.017 -3.741
H 0.980 5.545 -4.719
H -0.496 6.181 0.006
H -2.954 6.052 -0.510
H 1.627 4.190 -0.512
H 1.016 5.045 1.090
H 0.893 2.363 2.126
H 2.107 1.999 0.697
H 3.528 4.186 1.553
H 3.599 2.497 2.479
H 1.696 5.340 3.590
H -4.227 1.053 0.278
H -3.773 2.570 -0.752
H -2.530 1.164 -0.560
H 1.424 3.148 -3.581
H 3.085 0.909 -4.202
H 2.923 -1.508 -2.676
H 1.085 -1.600 -0.474
H -0.521 0.537 0.044
C 1.743 -6.585 -1.138
C 0.500 -7.009 -0.357
C 0.338 -6.038 0.811
S 1.076 -4.498 0.287
O 2.238 -4.240 1.111
O 0.032 -3.513 0.087
C 1.631 -5.077 -1.305
H 1.809 -7.093 -2.104
H 2.643 -6.833 -0.562
H -0.379 -6.949 -1.011
H 0.576 -8.043 -0.005
H -0.715 -5.873 1.054
H 0.875 -6.387 1.698
H 2.578 -4.602 -1.566
H 0.863 -4.819 -2.041
C 4.825 -8.577 3.560
C 5.648 -9.526 2.690
C 5.054 -9.491 1.283
S 4.310 -7.878 1.095
O 2.877 -8.043 0.967
O 5.088 -7.101 0.151
C 4.666 -7.303 2.744
H 5.311 -8.381 4.520
H 3.842 -9.019 3.761
H 6.689 -9.182 2.659
H 5.651 -10.544 3.092
H 5.822 -9.628 0.518
H 4.269 -10.243 1.162
H 3.857 -6.663 3.099
H 5.604 -6.740 2.706
C -2.533 0.198 5.624
C -3.310 0.392 6.925
C -3.189 -0.902 7.729
S -1.641 -1.650 7.243
O -1.925 -2.894 6.559
O -0.705 -1.567 8.346
C -1.204 -0.424 6.026
H -2.391 1.143 5.091
H -3.083 -0.484 4.964
H -2.869 1.221 7.493
H -4.358 0.644 6.737
H -3.177 -0.708 8.804
H -3.995 -1.601 7.485
H -0.681 -0.895 5.192
H -0.556 0.313 6.510